# 1
Below is a molecular structure, C85H190As2Cl2F12N10 at a distorted geometry, with properties calculated with ωB97M-V with the def2-TZVPD basis set.

Largest force on an atom in eV/Å: 4.518
Charge: +6
2S+1: 1

Structure (XYZ):
```
301
Properties=species:S:1:pos:R:3:forces:R:3:lowdin_charge:R:1
C -7.077 0.723 5.134 1.81 -0.11 -0.84 -0.08
H 4.066 -4.477 -5.091 -0.16 -0.04 1.01 0.10
C -3.771 7.275 -5.516 0.46 -0.37 -0.07 -0.17
H 0.112 -4.084 5.754 0.84 0.52 -0.14 0.08
C 6.114 -2.957 -0.586 -0.19 0.07 0.76 -0.08
H 8.097 -0.866 -1.648 0.17 0.04 -0.24 0.09
N 2.541 -0.206 7.767 1.37 -0.48 -0.53 -0.21
C 7.700 -1.521 0.341 0.50 0.00 0.60 -0.08
H 0.787 -0.924 8.669 0.15 0.08 0.62 0.13
N 7.786 4.874 -0.371 0.41 1.59 0.61 -0.25
C -4.086 7.553 -4.054 -0.76 -1.32 -0.40 -0.15
C -0.534 -5.597 -2.170 -0.48 1.50 -0.60 -0.05
H 4.648 -1.372 -4.083 0.06 0.00 0.41 0.10
H -4.656 3.799 -5.201 0.42 -0.04 -0.87 0.10
C 1.281 1.109 9.499 -1.24 -0.74 -0.08 -0.15
H -1.939 -4.102 -2.616 -0.27 0.15 -0.43 0.06
H -3.655 0.349 8.868 0.21 0.08 0.07 0.08
H -6.499 -0.751 2.741 0.10 0.97 0.27 0.09
H 4.088 6.014 -1.653 -0.02 -0.34 -0.05 0.08
C 2.146 0.585 10.626 0.02 0.45 -0.44 -0.18
H 0.918 -0.722 0.177 -0.07 -0.01 -0.84 0.04
H 3.321 -1.597 9.247 -0.32 -0.16 -0.40 0.14
H 1.709 2.071 9.215 0.00 -0.12 -0.67 0.12
H 2.069 3.240 4.487 0.08 0.01 0.09 0.07
N 2.690 -2.096 -4.484 -0.63 0.83 1.43 -0.20
F -5.550 1.062 -1.600 -0.03 -0.63 0.16 -0.26
C 8.903 5.063 -1.415 -0.30 -1.81 -0.42 -0.08
H 4.284 7.296 -0.517 -0.74 0.04 0.26 0.10
H 2.031 -6.218 -4.275 0.53 0.29 0.27 0.08
C 4.021 -2.141 -3.632 -0.70 0.17 -1.21 0.07
H 8.552 2.002 -1.665 -0.27 0.53 -0.35 0.11
H -1.640 -4.457 1.929 0.14 0.13 -0.05 0.12
H 1.667 -6.957 3.998 0.16 0.57 -0.77 0.12
H -3.468 0.822 -8.624 -0.50 -0.95 -1.05 0.11
H 7.422 5.591 1.637 0.13 -0.02 -0.11 0.09
C -4.773 0.982 3.986 -1.08 -2.07 0.72 0.05
C -1.238 -1.914 -1.249 0.47 0.38 -1.20 -0.11
H -6.442 3.488 -3.864 -0.39 -0.17 0.63 0.10
N -5.746 -0.049 4.699 -0.28 0.38 -0.48 -0.21
H 3.630 -1.682 -6.455 -0.15 -0.72 0.23 0.15
H -5.170 -7.252 -3.304 0.51 -0.14 -0.18 0.11
H -1.879 1.741 0.897 0.24 0.37 -0.36 0.08
H -1.023 -2.670 -0.495 -0.52 0.14 0.16 0.06
H -2.644 -4.789 4.889 -0.27 -0.28 -0.52 0.13
C 0.871 -6.286 4.324 -0.41 -0.61 0.71 -0.15
C -1.637 -4.998 -3.157 0.68 -0.41 1.46 -0.22
N -1.765 1.080 -7.696 0.33 -0.31 1.28 -0.27
H 10.333 3.630 -2.170 -0.38 -0.16 -0.22 0.13
H 9.097 5.119 1.301 0.07 0.27 0.02 0.11
H -0.579 -3.041 2.359 -0.02 -0.12 -0.52 0.10
H 6.353 5.048 -1.801 -0.55 0.37 -0.10 0.13
H -7.296 1.217 4.187 -0.04 0.78 0.48 0.14
H -1.107 3.052 -7.750 -0.30 0.21 -0.11 0.14
H -0.701 -5.179 -1.177 -0.50 -0.55 0.25 0.05
C 9.787 3.810 -1.244 0.76 1.05 -0.31 -0.13
C 2.828 -1.346 -5.798 0.51 -0.72 -0.31 -0.13
H -2.134 -5.917 3.469 -0.84 0.05 0.18 0.14
F -4.853 -1.408 -1.267 -0.95 1.56 0.32 -0.31
F -7.228 0.890 0.371 2.11 -1.36 -1.26 -0.30
H 3.814 -1.983 -2.573 -0.36 0.18 -0.21 0.07
As -6.024 -0.206 -0.508 -2.35 -1.39 2.69 0.96
H 6.119 -2.725 2.078 -0.11 -0.09 0.31 0.14
H 10.630 3.943 -0.566 -0.43 -0.04 0.62 0.13
C 5.572 -1.857 1.711 -0.06 -1.43 0.07 -0.11
C -3.918 -0.438 8.160 0.84 1.01 0.12 -0.10
H -6.194 7.055 -4.173 -0.06 -0.24 -0.12 0.14
F -1.562 7.386 1.881 1.17 -2.06 0.54 -0.30
C -3.016 0.648 -3.938 0.99 -0.39 -1.14 -0.06
F -6.427 -1.559 0.655 0.48 1.27 -1.09 -0.30
C -3.389 3.962 -0.658 0.42 0.66 0.57 -0.09
C -5.175 -6.500 -4.093 0.40 -0.17 0.10 0.02
H 4.015 0.742 6.484 0.29 -0.58 0.38 0.11
C 1.150 0.056 8.361 1.13 0.69 0.10 -0.08
C -2.764 -5.980 -3.361 -1.51 0.03 -0.73 -0.09
H 4.201 -1.037 4.247 -0.44 -0.13 -0.75 0.05
H -2.803 -0.810 -8.127 -0.04 0.25 0.13 0.11
H 9.266 2.067 -0.124 0.27 -0.12 -0.06 0.11
C 1.687 -1.118 -3.731 1.06 0.93 -1.29 -0.06
H -6.237 -6.264 -4.171 0.29 0.94 0.12 0.10
H 3.272 -6.573 -5.538 -0.18 -0.37 0.36 0.09
H 0.329 -0.158 -9.304 0.15 0.20 -0.19 0.13
F -7.421 -0.781 -1.476 2.09 0.68 0.33 -0.26
C 7.283 -2.860 -1.594 0.29 -1.22 0.16 -0.14
H 3.478 1.830 7.700 -0.56 -0.22 0.33 0.13
H 1.354 2.019 2.401 -0.62 0.12 0.28 0.12
H -6.858 -2.367 -4.180 -0.11 -0.25 0.02 0.13
H 5.009 4.504 0.234 0.24 -0.22 0.30 0.08
H -2.865 -6.687 -2.537 -0.35 0.27 0.13 0.13
C -6.146 -3.853 -2.745 0.73 -1.46 0.03 -0.12
H -2.628 -1.277 1.426 0.29 -0.33 -0.34 0.05
C -4.785 4.876 -5.306 0.20 0.81 0.72 -0.11
H 1.232 -5.937 5.291 0.38 1.01 -0.28 0.11
H -4.927 -5.469 -1.643 -0.20 0.11 -0.14 0.14
H -0.294 -1.052 1.244 -0.76 0.39 0.12 0.10
C 5.580 -0.538 -0.467 0.70 -0.82 0.26 0.02
As -0.387 6.118 2.450 0.22 4.01 2.06 0.92
H -6.113 -4.405 -5.401 0.04 -0.11 -0.39 0.12
H -2.615 5.512 -5.257 -0.20 -0.48 0.47 0.10
H 4.025 1.295 9.837 0.07 -0.09 -0.13 0.12
H -3.429 -2.822 0.855 0.53 -0.15 -0.02 0.08
C -8.087 -0.315 5.389 -0.63 -0.70 -0.44 -0.15
N 0.147 1.087 0.975 0.37 -0.54 -0.62 -0.21
H -4.458 1.654 4.785 -0.36 0.47 -0.68 0.09
H -5.350 3.667 -1.390 -0.15 -0.02 -0.03 0.10
H -1.493 0.913 2.314 0.49 0.32 0.68 0.03
H -2.254 1.299 -3.510 -0.36 0.40 0.27 0.07
H 4.497 -0.651 -0.516 0.08 -0.05 -0.08 0.09
H 1.801 0.902 5.232 0.32 -0.57 0.16 0.05
C -1.157 -0.445 -0.761 0.63 -1.67 1.48 -0.18
C -4.457 0.282 6.933 -1.22 -0.96 -0.65 -0.22
C -5.318 6.724 -3.616 0.33 -0.08 -0.09 -0.06
C 1.298 1.021 1.966 0.74 0.99 0.59 -0.10
C 6.544 5.587 -0.873 -0.26 -0.60 1.33 -0.10
H 4.084 0.351 -5.230 0.09 -0.43 0.04 0.11
H 7.591 3.174 0.914 0.31 0.07 -0.02 0.13
H -1.440 -0.263 -5.198 0.08 0.27 0.09 0.08
C 2.064 -3.480 -4.573 1.79 -0.63 -0.47 -0.10
H -4.171 -1.733 1.924 -0.04 -0.07 0.14 0.04
C -0.373 0.593 -7.437 -0.74 -0.36 0.42 -0.15
C -6.644 4.553 -3.747 1.50 -0.28 0.56 0.04
C 0.368 0.768 -8.731 0.76 -0.09 0.20 -0.15
H -2.518 -6.570 -4.244 -0.33 -0.14 -0.04 0.13
Cl 2.077 -3.245 0.155 0.20 0.49 -0.29 -0.46
C -7.760 -1.431 4.340 0.23 -0.23 1.12 -0.11
C 2.754 0.890 1.427 -1.23 -0.16 0.86 -0.16
H -0.632 1.542 -10.382 -0.11 0.93 -0.21 0.13
C -4.546 4.394 -1.509 -0.72 -0.35 -0.47 -0.24
H 8.469 6.708 0.728 -0.08 -0.25 -0.48 0.12
H -2.344 -2.018 3.669 -0.17 -0.06 0.28 0.06
H 1.860 -1.447 -6.290 0.06 -0.29 -0.09 0.13
H -1.051 -5.922 6.286 -0.05 -0.29 0.36 0.12
H 1.125 -4.427 3.141 0.19 -0.26 -0.29 0.10
H -2.918 3.035 -0.985 -0.23 -0.29 -0.08 0.06
H -3.073 -0.587 -5.725 0.02 -0.27 0.03 0.10
H -8.045 -0.552 6.452 0.03 -0.86 -0.17 0.12
H -6.583 -3.341 -1.887 0.81 0.22 0.28 0.10
H 5.869 0.414 -0.022 -0.10 -0.23 0.34 0.08
H -7.030 4.863 -2.776 -0.14 -0.44 -0.14 0.12
H -5.225 -2.103 -3.697 0.10 0.04 0.51 0.09
H -9.105 0.043 5.233 0.12 0.26 -0.05 0.13
C 3.591 -0.620 8.848 -1.40 0.42 0.03 -0.09
C 1.915 1.874 -0.751 -0.74 -0.61 0.11 -0.14
C 3.117 1.068 7.009 0.56 -1.53 -0.54 -0.10
H -5.645 5.070 -5.947 0.14 0.11 -0.09 0.14
H 4.541 -0.735 8.325 0.02 0.34 0.11 0.13
H -2.968 -0.884 7.866 -0.10 -0.60 0.31 0.06
H 1.857 -3.709 -3.528 0.44 -0.55 0.08 0.11
N -4.217 -5.368 -3.673 -0.50 -0.25 -0.72 -0.20
H -3.413 -3.541 -4.389 0.16 0.00 0.10 0.11
C 0.381 -5.206 3.308 0.79 -0.31 1.96 -0.10
H 6.640 2.997 -0.509 -0.01 0.45 -0.39 0.11
H -4.914 -6.901 -5.072 0.44 -0.09 0.24 0.12
H -0.017 1.279 -6.668 0.28 -0.32 0.24 0.13
H 0.471 0.331 7.553 0.21 0.34 -0.18 0.08
H -0.530 -2.151 -2.043 0.64 0.24 0.06 0.04
C 3.011 -4.505 -5.362 -0.97 1.08 0.97 -0.20
H 0.383 -5.047 -2.384 0.41 -0.63 -0.33 0.03
H 3.661 2.396 4.533 0.00 -0.15 -0.39 0.06
H 6.087 -0.578 -1.431 -0.53 0.05 -0.16 0.09
H 1.908 0.924 -1.284 0.28 -0.13 -0.19 0.08
C -4.127 4.401 -2.968 -1.39 1.24 0.96 -0.09
H 3.467 1.051 2.236 -0.51 0.55 0.55 0.09
H 1.376 1.054 -4.306 -0.18 -0.35 -0.01 0.10
H 7.053 -2.837 -2.659 -0.41 0.61 0.12 0.11
H 0.742 3.013 0.435 -1.17 0.43 0.02 0.12
H -2.034 0.002 -9.514 -0.54 0.21 -0.10 0.11
H 1.407 1.064 -8.582 0.08 -0.56 0.21 0.12
H 2.888 0.748 -3.482 -0.45 -0.07 0.50 0.09
H 2.838 0.727 -6.307 -0.40 -0.09 0.01 0.12
C -2.633 -2.823 2.993 -0.07 -0.25 -1.46 -0.20
H 1.754 -1.002 6.065 0.09 -0.75 -0.48 0.07
H 4.540 -3.096 -3.717 -0.42 0.03 -0.32 0.09
H 6.944 6.581 -1.075 -0.64 0.18 -0.15 0.14
H -3.975 1.140 -4.098 0.09 0.08 0.26 0.07
H 3.159 -4.163 -6.386 -0.89 -0.17 -0.37 0.11
H -0.577 -7.817 3.941 -0.22 -0.22 -0.03 0.12
H 2.026 -2.256 7.350 0.03 0.14 -0.07 0.10
H 3.448 -1.651 6.432 -0.19 0.10 -0.10 0.09
H -2.618 4.732 -0.681 0.14 0.02 0.23 0.08
C -5.373 -3.643 -5.158 -1.13 -0.55 0.43 -0.18
H -3.341 5.593 -6.795 -0.40 -0.27 -0.15 0.11
C -0.309 1.949 -9.423 -0.84 -0.23 0.04 -0.11
H -3.444 -3.443 3.372 0.15 0.05 0.39 0.10
H 5.343 0.000 4.780 1.05 -0.13 -0.04 0.07
H 4.002 1.647 0.003 0.04 0.25 -0.82 0.07
H -4.963 5.349 -1.189 0.31 0.11 0.08 0.12
C -2.423 0.190 -5.323 -1.16 -0.39 0.46 -0.21
H 1.051 0.343 2.782 -0.20 -0.15 -0.22 0.10
H 3.028 -0.146 1.223 -0.35 -0.17 -1.08 0.08
C -0.297 -3.389 5.021 -1.83 -2.44 -0.46 0.06
H 9.313 6.073 -1.448 0.12 -0.23 0.63 0.15
C 8.800 2.708 -0.873 0.76 -0.98 1.11 -0.16
C 3.055 0.076 -5.460 -0.68 1.33 0.84 -0.16
C -1.374 -6.472 5.402 -0.26 1.03 -0.49 -0.16
H -2.855 7.798 -5.791 0.30 -0.26 0.13 0.12
H 8.494 4.876 -2.407 -0.71 0.39 0.06 0.13
F -0.690 5.098 1.049 0.40 0.08 0.04 -0.30
H 1.311 1.923 6.462 -0.14 0.58 -0.24 0.10
H -5.325 1.308 3.104 0.08 0.66 0.40 0.09
H -4.336 8.606 -3.925 0.11 -0.09 0.34 0.14
C 5.277 5.553 0.110 1.82 -0.65 -1.58 -0.21
C 3.541 0.334 10.011 0.05 0.00 1.80 -0.17
C 8.234 5.660 0.913 -0.24 -1.79 -0.16 0.06
H 0.120 -5.669 2.357 -0.28 0.14 0.11 0.13
H -0.377 2.149 -0.750 0.51 0.37 -0.25 0.12
H -3.251 7.250 -3.424 0.17 0.40 0.08 0.12
H 5.617 -1.828 4.623 0.84 0.38 -0.01 0.09
C 2.453 -5.920 -5.235 0.18 -0.32 -1.04 -0.08
H 1.682 -1.309 -2.658 0.09 -0.21 -0.10 0.10
H 8.168 -2.226 1.029 -0.56 -0.44 0.11 0.15
H 0.288 -2.544 4.658 0.06 -0.47 -0.25 0.07
C 5.741 -0.674 2.680 0.87 -0.16 -0.76 -0.19
F 0.901 7.108 1.603 -1.22 -1.82 0.31 -0.32
H 3.114 2.970 0.626 -0.29 -0.11 0.88 0.12
C -4.841 -4.699 -2.409 0.66 1.80 -1.20 -0.06
H -3.885 0.457 3.633 -0.03 -0.26 0.23 0.05
H -8.472 -1.493 3.518 -0.07 0.15 0.23 0.12
C -4.070 -4.295 -4.823 0.31 -0.48 1.38 -0.11
H -6.882 -4.648 -2.863 -0.46 0.29 -0.93 0.11
H 1.077 -3.478 -5.035 0.12 0.58 -0.40 0.12
H -3.149 -0.187 -3.250 -0.14 -0.04 -0.14 0.06
H 6.371 -3.726 0.142 -0.48 -0.41 -0.32 0.14
H -2.423 2.621 -8.931 0.33 0.45 -0.15 0.14
C 4.131 6.219 -0.583 -0.11 0.31 -0.27 -0.10
H -2.158 -0.291 -0.357 0.07 0.67 0.08 0.08
H 7.873 -0.566 0.836 0.17 0.24 -0.65 0.12
C -6.364 -1.106 3.763 -0.55 0.19 -0.27 -0.12
C 3.006 1.921 0.352 0.12 -0.58 -1.38 -0.17
H -0.902 2.652 2.095 0.20 -0.22 0.10 0.10
C -1.410 -3.680 2.659 0.23 0.29 1.78 -0.12
H 5.339 0.182 2.138 -0.63 0.28 0.74 0.07
H -4.051 -3.985 -2.177 -0.03 0.00 0.68 0.10
H 7.791 -3.822 -1.522 0.04 -0.09 0.07 0.13
Cl -1.115 0.454 4.996 0.22 -0.61 -0.19 -0.31
H -3.560 -4.696 -5.699 -0.11 -0.63 0.24 0.14
H 1.742 -0.247 11.201 -0.07 -0.52 -0.60 0.13
H 0.359 2.807 -9.493 -0.17 -0.18 -0.51 0.13
H 5.404 6.014 1.090 0.39 -0.09 -0.14 0.12
N -5.235 5.163 -3.870 1.00 0.43 -0.52 -0.20
H -5.509 6.945 -2.566 -0.12 -0.61 0.04 0.13
C -3.568 5.733 -5.738 -0.21 0.97 -0.27 -0.15
C -3.198 -2.167 1.694 -0.41 0.51 1.06 -0.08
C 8.245 -1.789 -1.087 -1.32 1.37 0.21 -0.12
H -4.577 -1.068 8.757 -0.13 -0.34 -0.66 0.09
H -5.701 -1.505 6.237 0.07 0.15 0.24 0.13
H 0.170 -7.946 5.521 0.09 0.02 -0.09 0.13
H -5.771 -1.990 3.531 0.54 0.04 0.99 0.11
C -1.474 2.331 -8.481 -0.24 -0.22 -0.04 -0.08
H -2.172 -2.024 -1.802 -0.48 -0.34 0.65 0.05
H 2.252 1.322 11.422 0.15 0.34 -0.25 0.13
C 2.818 2.762 5.118 0.43 -0.35 0.99 -0.06
H -1.203 -4.738 -4.123 0.03 0.12 0.07 0.10
H -5.237 -3.067 -6.073 -0.06 0.34 0.18 0.12
H 5.101 -3.067 -0.973 0.06 -0.24 0.13 0.09
C -2.467 1.342 -6.300 -0.02 0.15 -1.57 -0.10
H -0.421 -6.680 -2.142 0.09 0.20 -0.20 0.09
H -5.197 1.007 7.272 -0.39 -0.18 -0.21 0.10
H -4.472 7.762 -6.194 -0.57 -0.49 0.07 0.13
H -2.091 2.259 -5.846 0.58 0.04 -0.36 0.13
N -0.795 -4.431 3.892 -0.50 0.84 -0.28 -0.22
H -3.735 3.867 0.371 0.28 -0.16 0.02 0.10
C -0.095 -0.390 0.401 0.29 2.12 -0.38 -0.08
H -2.224 -7.108 5.652 0.06 0.01 0.19 0.14
F 0.868 5.000 3.053 -0.75 -0.03 -0.81 -0.31
H 1.660 -6.142 -5.949 -0.07 0.32 -0.18 0.08
F -1.685 5.204 3.296 1.41 0.81 -0.82 -0.29
H -1.194 -3.034 5.529 -0.11 0.34 -0.45 0.09
H -7.336 4.789 -4.555 0.43 0.75 -0.01 0.11
C -5.935 -2.894 -3.938 0.14 -0.26 -0.22 -0.16
C 5.279 -0.898 4.166 -1.33 0.07 -1.20 -0.05
H 3.245 5.810 -0.097 -0.41 0.90 -0.15 0.08
H -4.177 -1.197 5.345 0.11 -0.30 0.29 0.10
C -0.232 -7.237 4.797 -0.11 -0.22 -0.61 -0.20
C -1.898 -5.426 4.413 1.66 0.59 0.04 -0.07
C 2.447 -1.417 6.797 -0.37 2.09 0.89 0.02
H 3.276 3.491 5.786 -0.27 0.34 -0.05 0.09
H 0.699 -1.263 -4.169 0.05 -0.47 0.12 0.11
C -2.608 0.152 -8.600 0.76 1.29 1.42 0.09
H 0.255 1.352 9.775 -0.04 -0.08 0.30 0.13
H 4.539 -2.178 1.575 -0.21 0.11 -0.11 0.09
H -3.678 0.879 6.458 0.25 -0.29 0.14 0.06
H -7.792 -2.375 4.885 0.14 -0.19 -0.32 0.11
H -6.867 1.309 6.028 0.12 0.49 -0.65 0.13
C 0.517 2.108 -0.129 1.22 -0.78 1.52 -0.08
C 2.167 0.316 -4.175 1.29 -0.53 -0.13 -0.12
F -4.756 0.264 0.690 -0.76 -0.09 -1.38 -0.30
C 2.219 1.610 5.946 -1.66 0.79 -0.11 -0.27
H -0.531 -0.422 -7.074 0.74 0.00 0.08 0.12
H -3.147 4.868 -3.070 -0.35 0.61 -0.37 0.12
F 0.020 7.164 3.903 -0.99 -1.74 -1.76 -0.30
H 6.807 -0.453 2.620 0.23 0.01 0.71 0.10
H -3.488 1.580 -6.598 -0.18 -0.14 0.24 0.13
N 6.157 -1.726 0.304 1.63 1.93 -0.79 -0.23
C -1.091 1.676 1.648 -0.40 -1.35 -0.52 0.01
C 7.615 3.338 -0.163 -0.02 1.46 0.12 -0.08
H 9.300 -2.034 -1.209 -0.16 -0.15 0.60 0.14
C -5.023 -0.740 5.859 0.25 1.64 -0.21 -0.09
H -3.953 3.349 -3.195 -0.73 0.02 -0.99 0.10
H 2.015 2.695 -1.461 0.29 -0.08 -0.14 0.12
H 4.000 -0.124 10.887 1.01 -0.12 -0.43 0.13
H -0.986 0.215 -1.611 0.22 0.15 0.25 0.09
```
Forces are in eV/Å.


# 2
Below is 2 unconnected molecules or ions with the total composition C5H13N2S at a distorted geometry, with properties calculated with ωB97M-V with the def2-TZVPD basis set.

Largest force on an atom in eV/Å: 4.905
Charge: +1
ΔE to the lowest compared entry with this formula, charge and spin in kJ/mol: 440.8
2S+1: 1

Structure (XYZ):
```
21
Properties=species:S:1:pos:R:3:forces:R:3:lowdin_charge:R:1
N 1.112 0.388 0.346 1.66 0.76 2.69 -0.24
C -2.124 -1.120 0.502 -0.35 0.51 -1.13 -0.20
H 3.133 -0.723 0.524 -1.02 0.82 0.11 0.13
H -3.001 -0.014 -1.096 -0.84 -0.66 -2.83 0.04
H 2.316 1.812 -0.869 -1.26 -0.29 0.20 0.12
H 0.939 0.498 1.355 -0.60 -0.58 -0.08 0.18
C 1.845 1.674 0.126 2.59 1.55 0.83 -0.03
H -2.752 -1.983 0.180 1.08 0.12 0.38 0.14
C -0.157 0.122 -0.336 -2.19 1.07 -4.25 -0.57
C 2.101 -0.699 0.124 -1.46 -2.38 -3.42 -0.03
H -0.860 -1.778 -0.890 1.07 0.18 -0.55 0.13
H -3.673 0.517 0.420 0.34 -0.42 -0.08 0.10
H 2.814 1.591 0.752 -1.68 -0.11 -0.61 0.13
N -0.776 -1.098 -0.157 -0.52 -1.82 1.06 -0.07
H 2.012 -0.583 -0.995 1.60 -0.46 0.55 0.08
H -2.017 -1.084 1.573 -0.16 0.06 0.33 0.11
H 0.449 0.118 -2.125 -0.96 0.16 3.48 0.25
C -2.803 0.089 -0.105 0.85 1.69 3.17 -0.41
H 1.362 2.594 0.552 -0.17 -1.13 -0.85 0.12
H 1.589 -1.708 0.156 0.57 1.23 0.94 0.11
S -1.511 1.386 -0.036 1.46 -0.31 0.05 0.92
```
Forces are in eV/Å.


Across the entries above, calculated total energy takes the values -285405.8608, -19200.3010 eV, respectively.